14 unconnected molecules or ions with the total composition C3H33NO17 in a non-equilibrium geometry, computed with wB97M-V/def2-TZVPD.

Summary:
F_max, eV/Å: 3.36
ΔE to the lowest compared entry with this formula, charge and spin, kcal/mol: 10.4
Spin multiplicity: 1
Orbital gap, eV: 9.997

Geometry as XYZ:
```
54
Properties=species:S:1:pos:R:3:forces:R:3:lowdin_charge:R:1
O 0.8100 -3.4009 -2.2762 0.964 -0.499 0.278 0.067
C 1.1160 -2.2395 -2.1267 -2.805 -0.925 -1.597 -0.462
N -0.0681 -1.4337 -1.9039 2.198 0.888 -0.406 0.183
C 0.0530 -0.1484 -1.3043 0.063 0.857 1.995 -0.635
O -1.1317 0.5092 -1.0522 -0.305 -0.810 -0.392 0.021
O 0.8423 0.7230 -2.0401 0.705 -0.280 -0.734 0.058
C 2.4255 -1.6728 -2.4880 1.108 1.832 0.895 0.014
H -0.7482 -2.0785 -1.5531 -0.617 0.140 0.298 0.138
H -1.4799 0.3011 -0.1563 -0.024 -0.020 0.028 0.071
H 2.9070 -1.2543 -1.5866 -0.175 -0.198 -0.084 0.095
H 3.1615 -2.3212 -2.9308 -0.351 -0.835 -0.039 0.090
H 2.3362 -0.8016 -3.1358 -0.348 -0.097 -0.083 0.086
H 4.2428 0.3305 1.9204 0.028 0.062 -0.088 0.056
H 3.1294 1.2293 1.2849 0.261 -0.037 0.009 0.010
O 3.2970 0.4066 1.7765 -0.036 -0.165 -0.090 -0.051
H 0.5283 -4.0687 0.1807 0.001 -0.592 0.374 0.019
H 1.6732 -3.9624 1.2977 -0.540 -0.457 0.070 0.046
O 1.3355 -3.6379 0.4630 0.690 1.025 -0.347 -0.044
H -1.9125 2.4139 -2.2414 -0.548 -0.099 0.676 0.015
H 0.3904 1.5629 -2.2114 -0.495 -0.160 0.272 0.118
O -1.4929 3.1851 -1.8713 1.283 0.962 -0.871 -0.057
H 0.1599 -1.1380 1.6172 0.414 -0.089 0.219 0.009
H -0.2448 -1.4982 3.1517 0.797 0.162 -0.045 0.051
O -0.5365 -1.3110 2.2605 -1.174 -0.546 -0.264 -0.055
H -2.7227 0.4465 -1.9475 -0.272 -0.404 -0.115 -0.012
H -3.5550 -0.8243 -2.0795 0.006 -0.131 -0.088 0.023
O -3.5662 0.1095 -2.2978 0.003 0.332 0.054 -0.060
H -0.8676 -3.3410 1.6455 0.290 0.038 0.268 -0.013
H -2.0798 -4.1096 2.0790 -0.001 -0.334 0.060 0.032
O -1.1994 -4.2504 1.7087 -0.275 0.408 -0.112 -0.064
H 1.6869 -0.1629 2.8263 0.928 0.123 0.238 -0.005
H 2.0708 0.1449 4.3329 0.555 -0.011 -0.291 0.044
O 1.3647 0.0894 3.6946 -1.491 0.024 0.397 -0.058
H 2.1208 3.0975 -0.1497 0.111 -0.189 -1.107 0.030
H 2.3134 1.5890 -0.8294 -0.211 0.864 -0.610 0.060
O 2.3754 2.1507 -0.0492 0.733 -0.243 0.847 -0.074
H 1.0602 2.3440 0.9839 -0.244 -0.722 0.471 -0.006
H 0.2111 1.7470 2.1793 0.444 -0.117 0.018 0.037
O 0.3253 2.5096 1.6034 -0.189 0.303 0.152 -0.050
H -1.8378 4.2750 1.4145 0.279 -0.504 0.571 0.055
H -1.7116 3.4593 -0.9643 -0.746 -0.620 -0.223 -0.005
O -1.4028 4.2304 0.5717 0.263 0.666 -1.666 -0.067
H 1.4988 0.2408 -0.0386 -0.118 -0.129 0.370 0.054
H -0.6258 3.6350 0.5295 -0.811 0.085 1.372 0.005
O 0.7016 -0.2979 -0.0141 0.081 -0.189 -0.500 0.021
H -2.7627 -2.5170 0.9429 0.242 -0.273 0.106 0.013
H -3.9410 -1.6281 0.9187 -0.513 -0.265 -0.030 0.032
O -3.6412 -2.4477 1.3312 0.064 0.522 -0.288 -0.037
H 0.7798 4.8895 -0.9482 -0.234 -0.045 -0.206 0.075
H 1.2094 4.9859 0.5191 -0.070 0.058 -0.037 0.079
O 1.4460 4.5867 -0.3267 0.214 0.235 0.310 -0.015
H -1.8573 0.8134 1.8674 0.459 0.307 1.175 0.040
H -3.0267 -0.1990 1.7147 -1.272 -1.277 1.770 0.010
O -2.3882 0.3030 1.2873 0.678 1.371 -2.978 0.012
```
Forces are in eV/Å.

***

A molecular structure, C8H14 in a non-equilibrium geometry, computed with wB97M-V/def2-TZVPD.

Summary:
F_max, eV/Å: 5.46
ΔE to the lowest compared entry with this formula, charge and spin, kcal/mol: 237.3
Spin multiplicity: 1
Orbital gap, eV: 3.808

Geometry as XYZ:
```
22
Properties=species:S:1:pos:R:3:forces:R:3:lowdin_charge:R:1
C -1.9520 1.7527 1.4518 0.424 0.178 2.367 -0.150
C -0.4213 1.6263 1.8262 -1.088 -1.455 -2.070 -0.215
C 0.3177 0.9094 0.5524 2.279 1.518 2.548 -0.257
C -0.5780 -0.0485 -0.0809 0.694 -2.892 -2.125 -0.241
C -0.3017 -0.6339 -1.4579 1.774 1.020 1.196 -0.252
C 1.0607 -0.3890 -2.2489 -2.622 1.196 4.643 0.063
C 1.4472 -2.2226 -0.4519 -2.366 -1.029 -0.425 0.070
C 0.0555 -1.5083 -0.1340 0.731 0.938 -2.696 -0.216
H -2.3806 2.5591 2.0619 0.007 0.387 -0.631 0.054
H -2.5675 0.9090 1.7802 0.560 -0.292 -0.046 0.057
H -2.1423 1.7936 0.4065 -0.005 0.626 -0.808 0.037
H 0.0146 2.5758 2.1796 -0.039 -0.483 -0.296 0.087
H -0.3381 0.8272 2.5774 0.019 0.668 0.210 0.083
H 0.7932 1.6529 -0.1798 -0.556 -0.661 0.921 0.111
H 1.1600 0.3411 1.1352 -0.785 1.200 -1.435 0.116
H -1.1145 -0.9550 -2.1217 0.227 -0.009 0.224 0.109
H 1.7771 -1.1655 -1.3864 0.272 -0.415 -0.340 0.102
H 0.9362 -0.7462 -3.1939 0.661 -1.609 -2.538 0.035
H 1.5000 0.6411 -2.1909 -0.067 -1.167 0.326 0.093
H 2.1754 -2.5466 0.3739 -0.967 0.745 -1.061 0.086
H 1.1947 -3.1695 -1.1516 1.235 2.685 0.818 0.137
H -0.6363 -2.2029 0.2529 -0.387 -1.149 1.216 0.090
```
Forces are in eV/Å.

***

A molecular structure, C5H6O4 in a non-equilibrium geometry, computed with wB97M-V/def2-TZVPD.

Summary:
F_max, eV/Å: 3.23
ΔE to the lowest compared entry with this formula, charge and spin, kcal/mol: 98.6
Spin multiplicity: 1
Orbital gap (alpha / beta), eV: 7.408 / 7.170

Geometry as XYZ:
```
15
Properties=species:S:1:pos:R:3:forces:R:3:lowdin_charge:R:1
C -0.7211 -0.3469 -0.3379 0.110 -0.338 -0.756 -0.135
C -0.5450 1.1184 -0.5534 0.560 -0.684 0.492 -0.136
C -1.7991 -0.8588 0.5437 -0.017 -0.358 0.143 -0.005
C 0.4943 -1.0514 -0.4623 -0.902 -1.381 -1.147 -0.180
C 1.5440 0.3163 0.4162 -0.295 2.819 1.556 -0.580
O 0.2878 1.2306 0.6068 1.574 0.152 0.060 -0.055
O 2.2142 0.8728 -0.6638 -0.304 -0.697 0.149 0.090
O 0.9606 -2.0476 -0.9096 0.116 0.868 0.570 0.181
O 2.1143 -0.0167 1.4364 -0.850 -0.384 -1.145 0.121
H 3.1569 0.7466 -0.4702 -0.150 -0.101 -0.085 0.134
H -0.0277 1.3903 -1.4751 -0.047 0.058 0.066 0.127
H -1.4588 1.6966 -0.4148 0.121 -0.069 0.037 0.134
H -2.2800 -1.7039 0.0342 0.009 0.060 0.105 0.103
H -1.3912 -1.2460 1.4814 -0.079 0.038 -0.020 0.109
H -2.5491 -0.1003 0.7683 0.153 0.016 -0.025 0.093
```
Forces are in eV/Å.

***

A molecular structure, C25H56NO18P3S3 in a non-equilibrium geometry, computed with wB97M-V/def2-TZVPD.

Summary:
F_max, eV/Å: 14.05
ΔE to the lowest compared entry with this formula, charge and spin, kcal/mol: 0.0
Spin multiplicity: 1
Orbital gap, eV: 7.458

Geometry as XYZ:
```
106
Properties=species:S:1:pos:R:3:forces:R:3:lowdin_charge:R:1
C -17.2547 11.1096 -17.5386 -0.608 0.147 -0.355 -0.228
C -16.5176 9.8460 -17.7859 1.517 -1.231 -0.630 -0.247
C -16.7194 8.9347 -16.6087 -1.105 -0.877 0.526 -0.209
S -16.6620 10.0158 -15.1589 1.148 1.936 -1.873 0.823
O -15.3114 10.0776 -14.5952 -1.173 -0.080 -2.645 -0.335
O -17.8566 9.8175 -14.3536 0.741 0.826 -2.891 -0.326
C -16.8307 11.5405 -16.1670 0.043 0.173 0.378 -0.187
H -18.3161 10.8776 -17.6268 -0.192 0.412 -0.018 0.126
H -16.9319 11.8521 -18.2683 -0.449 0.121 -0.026 0.128
H -15.4394 9.9977 -17.8365 0.167 0.415 -0.200 0.126
H -16.7804 9.3618 -18.7264 -0.183 -0.074 0.072 0.127
H -16.1016 8.0380 -16.5600 0.361 0.382 0.225 0.121
H -17.7476 8.5731 -16.5958 -0.161 -0.017 -0.039 0.089
H -15.8400 11.9634 -16.3335 0.050 -0.013 0.820 0.087
H -17.4744 12.2608 -15.6621 0.081 -0.147 0.073 0.100
C -15.8099 9.4228 -12.2290 -0.364 -0.938 -1.317 -0.169
C -17.2563 9.4203 -11.9443 -0.893 1.660 -0.524 -0.272
C -17.6482 10.5459 -11.0706 -0.043 1.014 1.234 -0.152
S -16.3908 11.8759 -11.2123 0.332 -3.524 -1.890 0.976
O -15.9082 12.2923 -9.8508 3.529 -6.083 -8.310 -0.431
O -16.7861 12.7994 -12.3114 -2.289 -4.234 3.355 -0.409
C -15.1835 10.8217 -12.0224 -0.194 -2.348 1.664 -0.152
H -15.8047 9.1369 -13.2808 0.634 0.039 1.369 0.072
H -15.3642 8.5513 -11.7494 -0.909 1.264 -0.829 0.085
H -17.5117 8.4564 -11.5043 1.719 2.838 -0.692 0.017
H -17.7915 9.5463 -12.8855 0.612 -0.391 2.226 0.035
H -17.5798 10.1743 -10.0482 -0.632 1.394 -1.553 0.044
H -18.6198 10.9906 -11.2860 0.906 -0.529 0.731 0.069
H -14.3540 10.7908 -11.3160 -0.051 0.334 -0.280 0.095
H -14.9201 11.2032 -13.0089 -2.135 -2.717 3.438 -0.005
C -19.3424 13.0807 -7.3112 1.267 0.267 -0.024 -0.145
C -18.0191 13.8710 -7.6152 0.308 -2.355 1.543 -0.158
C -17.1887 12.8439 -8.3988 -2.928 -0.810 4.116 -0.266
S -17.3465 11.1525 -7.5334 -3.445 5.125 -2.068 0.908
O -16.2474 10.9971 -6.6279 -5.153 3.878 2.787 -0.246
O -17.5932 10.0912 -8.4926 -5.642 11.200 6.332 -0.447
C -18.9423 11.6322 -6.7415 0.200 0.568 -0.170 -0.149
H -19.8916 13.0124 -8.2502 0.041 -0.544 -0.106 0.105
H -19.9474 13.7719 -6.7244 -0.194 -0.793 0.751 0.107
H -17.4835 14.0095 -6.6760 -0.155 0.503 0.288 0.120
H -18.1613 14.7952 -8.1754 -0.111 -0.437 0.883 0.114
H -16.1391 13.0206 -8.6340 -1.176 -1.367 5.225 0.055
H -17.6918 12.7441 -9.3605 -0.485 -0.540 1.165 0.082
H -18.6488 11.5284 -5.6969 -0.585 0.604 0.290 0.089
H -19.6446 10.8389 -6.9976 -0.053 0.154 0.016 0.093
C -19.0946 7.3804 -14.0236 -1.094 -0.951 -0.013 -0.076
O -19.2102 8.1797 -12.8286 -0.898 -1.798 0.825 -0.241
P -18.9534 7.5041 -11.3368 -0.752 -0.538 -1.533 0.517
O -19.1066 8.4004 -10.1675 -3.548 -1.000 -1.940 -0.212
O -19.9546 6.2594 -11.3086 0.365 -0.141 -0.515 -0.205
C -21.3698 6.4427 -11.4152 -0.826 0.187 0.794 -0.093
O -17.4280 6.8560 -11.4678 -2.650 -1.954 0.688 -0.225
C -17.0575 5.9667 -10.3683 0.769 -2.233 -0.880 -0.061
H -18.8634 7.9755 -14.9071 0.521 0.143 0.710 0.057
H -20.0470 6.9367 -14.3136 -0.525 0.064 0.467 0.081
H -18.4691 6.4976 -13.8914 0.586 0.401 0.027 0.099
H -21.6942 7.4386 -11.1134 0.322 0.178 -0.039 0.088
H -21.8590 5.7660 -10.7146 0.299 -0.141 0.055 0.089
H -21.8212 6.2346 -12.3853 0.730 -0.049 -0.332 0.085
H -17.7741 5.8763 -9.5519 -0.310 0.271 -0.326 0.109
H -16.1216 6.2796 -9.9054 -0.949 -0.440 -1.059 0.052
H -16.8382 4.9815 -10.7799 -0.670 -0.182 -0.304 0.093
C -19.9647 12.2982 -12.2423 -0.885 -0.071 -1.659 -0.089
O -19.2301 12.9541 -11.2649 0.406 0.853 1.283 -0.244
P -18.8808 14.5070 -11.2716 -1.848 2.658 1.463 0.505
O -20.1100 15.4068 -11.1646 2.834 -2.204 -0.642 -0.264
O -17.9336 14.6591 -9.9616 -0.985 0.168 -3.924 -0.264
C -16.4938 14.5130 -10.0078 0.538 3.049 -0.296 -0.080
O -17.8721 14.7613 -12.4914 -2.203 2.089 -0.138 -0.257
C -18.4450 14.9199 -13.8090 0.484 -0.697 -0.793 -0.082
H -21.0302 12.2475 -12.0180 0.054 0.023 0.324 0.109
H -19.5558 11.2965 -12.3747 -0.455 0.169 -0.239 0.078
H -19.8727 12.7997 -13.2057 0.012 -0.009 -0.089 0.087
H -16.1099 15.4595 -9.6272 0.176 0.159 -0.255 0.127
H -16.0876 14.2696 -10.9896 -0.510 1.052 0.840 0.057
H -16.2252 13.6774 -9.3614 -0.226 5.012 -2.647 -0.022
H -18.0160 15.7406 -14.3839 0.369 0.173 0.569 0.087
H -19.5226 15.0436 -13.9171 -0.089 -0.026 0.861 0.091
H -18.1587 14.0036 -14.3253 -0.059 -0.029 -0.215 0.071
C -13.1285 8.7034 -11.2798 1.176 0.072 -0.215 -0.084
O -14.3543 8.4872 -10.6336 1.735 -2.126 3.816 -0.306
P -14.3819 7.9176 -9.1123 -1.878 1.671 1.455 0.506
O -13.4313 6.8814 -8.6962 -0.483 -0.042 -0.680 -0.224
O -14.2106 9.3313 -8.3440 0.215 -1.590 -1.206 -0.208
C -14.6680 9.4910 -6.9980 2.231 -2.146 0.377 -0.112
O -15.9769 7.5187 -8.9156 4.228 0.918 1.433 -0.262
C -16.9823 8.5425 -9.1109 4.102 -4.989 -1.972 -0.204
H -12.2938 8.3447 -10.6776 0.027 0.152 0.043 0.098
H -13.0565 9.7735 -11.4740 0.571 -0.322 0.025 0.082
H -13.0779 8.1740 -12.2313 -0.313 -0.051 -0.040 0.108
H -15.2879 10.3875 -7.0097 3.914 -2.133 -0.409 -0.105
H -13.8632 9.4206 -6.2662 0.641 0.524 -0.294 0.092
H -15.2904 8.6868 -6.6055 -0.502 -0.464 -0.738 0.095
H -17.7461 8.6094 -8.3362 1.086 -3.663 0.102 0.125
H -17.5226 8.3577 -10.0394 2.074 0.394 1.982 0.020
H -16.4933 9.5165 -9.1258 2.931 -3.314 -1.545 0.070
N -15.1388 15.0590 -13.9427 0.799 -1.737 -1.023 0.040
C -15.1526 13.9094 -13.1919 1.944 0.762 -0.480 -0.114
C -14.4955 12.8203 -13.8646 -1.164 4.008 0.362 -0.065
C -14.1307 13.3879 -15.0775 -0.092 2.211 -1.538 -0.127
C -14.5284 14.7686 -15.1550 0.254 -2.257 0.280 -0.114
H -15.5994 15.9249 -13.7018 0.170 -0.311 0.078 0.145
H -15.7640 13.9114 -12.3016 2.083 1.164 -1.199 0.027
H -14.4843 11.8015 -13.5065 2.488 3.615 -2.880 0.009
H -13.6710 12.8487 -15.8925 0.158 0.141 -0.102 0.089
H -14.5930 15.4073 -16.0235 0.273 0.123 0.230 0.087
```
Forces are in eV/Å.

***

A molecular structure, C2H6N3 in a non-equilibrium geometry, computed with wB97M-V/def2-TZVPD.

Summary:
F_max, eV/Å: 6.36
ΔE to the lowest compared entry with this formula, charge and spin, kcal/mol: 168.9
Charge: +1
Spin multiplicity: 1
Orbital gap (alpha / beta), eV: 7.779 / 8.312

Geometry as XYZ:
```
11
Properties=species:S:1:pos:R:3:forces:R:3:lowdin_charge:R:1
C 2.2979 -0.1383 0.0269 1.277 -3.504 -3.697 -0.010
C -2.3295 -0.0430 -0.0333 -1.907 0.994 0.351 -0.181
N 1.2358 0.6728 0.0439 -5.086 3.688 -0.986 0.011
N -1.0637 -0.4000 0.0112 2.681 -2.427 0.318 0.128
N 0.1256 0.9532 -0.0345 2.765 -0.058 0.427 0.253
H 2.8867 -0.1110 -1.0322 -1.959 -0.274 2.139 0.208
H 1.8905 -1.1016 0.3543 0.630 -0.454 -0.471 0.129
H 3.0253 0.1757 0.6454 2.364 1.275 2.579 0.069
H -3.0231 -0.8817 0.0609 0.169 -0.751 -0.408 0.123
H -2.4827 0.4564 -1.0071 -0.760 0.629 0.580 0.128
H -2.5629 0.4173 0.9645 -0.173 0.881 -0.831 0.144
```
Forces are in eV/Å.

***

A molecular structure, C2H10N3O in a non-equilibrium geometry, computed with wB97M-V/def2-TZVPD.

Summary:
F_max, eV/Å: 4.11
ΔE to the lowest compared entry with this formula, charge and spin, kcal/mol: 103.7
Charge: +1
Spin multiplicity: 1
Orbital gap, eV: 10.899

Geometry as XYZ:
```
16
Properties=species:S:1:pos:R:3:forces:R:3:lowdin_charge:R:1
C -0.6899 -0.3418 -0.7666 -1.002 -1.735 -1.483 -0.134
C -0.4338 0.9122 -0.0342 2.827 2.379 1.810 -0.318
N -1.3816 1.8375 0.2795 0.893 -2.122 -0.782 0.152
N 1.0045 -0.5504 1.4890 2.793 -1.130 -0.357 -0.012
N 0.6812 -0.9953 -1.0213 -1.714 1.376 0.784 0.056
O 0.0804 0.4338 1.4837 -2.209 1.445 -1.011 -0.171
H -1.2921 -1.1186 -0.1488 0.780 1.518 -1.096 0.169
H -1.1685 -0.1691 -1.8012 0.343 -0.155 1.793 0.163
H 0.4934 1.4448 -0.4582 -1.050 -0.954 0.716 0.180
H -2.2812 1.5487 0.1201 -2.629 -0.377 -0.034 0.081
H -1.2311 2.7895 0.4090 0.664 1.440 0.112 0.101
H 1.8300 -0.1607 2.0740 -1.538 -1.473 -1.091 0.195
H 0.6278 -1.4898 1.8401 0.683 1.761 -0.069 0.179
H 1.0935 -0.5939 -1.8340 0.641 0.876 -0.544 0.114
H 0.3999 -1.8817 -1.3560 0.308 -1.762 0.123 0.107
H 1.1812 -0.7112 0.2122 0.208 -1.089 1.128 0.136
```
Forces are in eV/Å.